50
Properties=species:S:1:pos:R:3 method="wB97M-V/def2-TZVPD" smiles=CCCCN(CCCC)CC1OCc2ccccc2CO1 mol_weight_g_mol=291.435 e_tot_ev=-24721.2182 homo_lumo_gap_ev=9.17
C 0.663 2.537 -1.527
C -0.778 2.517 -1.034
C -1.640 1.474 -1.745
C -1.295 0.035 -1.354
N -1.292 -0.175 0.085
C -2.587 -0.042 0.730
C -3.651 -1.082 0.346
C -4.907 -0.982 1.211
C -5.690 0.306 0.986
C -0.582 -1.378 0.463
C 0.939 -1.191 0.373
O 1.500 -1.897 1.459
C 2.874 -2.219 1.304
C 3.702 -1.029 0.899
C 4.596 -0.443 1.784
C 5.331 0.669 1.415
C 5.159 1.220 0.157
C 4.257 0.655 -0.726
C 3.529 -0.474 -0.370
C 2.584 -1.087 -1.372
O 1.403 -1.682 -0.851
H 1.158 1.597 -1.299
H 1.220 3.335 -1.041
H 0.700 2.698 -2.603
H -1.219 3.504 -1.193
H -0.789 2.307 0.036
H -1.515 1.570 -2.826
H -2.691 1.670 -1.523
H -0.293 -0.201 -1.710
H -1.988 -0.652 -1.869
H -2.411 -0.098 1.809
H -2.959 0.960 0.510
H -3.224 -2.081 0.462
H -3.930 -0.954 -0.701
H -5.555 -1.832 0.983
H -4.626 -1.056 2.265
H -5.116 1.173 1.302
H -5.938 0.421 -0.067
H -6.617 0.288 1.555
H -0.839 -2.252 -0.155
H -0.801 -1.609 1.506
H 1.178 -0.115 0.471
H 2.983 -3.021 0.558
H 3.182 -2.599 2.280
H 4.717 -0.869 2.769
H 6.029 1.110 2.110
H 5.722 2.094 -0.136
H 4.115 1.091 -1.704
H 3.099 -1.892 -1.914
H 2.296 -0.320 -2.107